Record 1
This record from the OMol25 dataset describes a molecular structure, C12H14AgCl3N2 in a non-equilibrium geometry. The level of theory is ωB97M-V with the def2-TZVPD basis set.

Atoms and positions in Å:
1 Ag 3.094787 -1.922608 -2.214204
2 C -2.297432 4.311802 -1.890405
3 N -1.592500 3.231462 -1.209303
4 C -1.181681 3.350911 0.078339
5 C -0.744264 2.228948 0.722482
6 C -0.558784 1.011413 0.041237
7 C -0.832358 1.002509 -1.324322
8 C -1.443698 2.099434 -1.912675
9 C -0.060319 -0.182282 0.765578
10 C 0.457921 -1.210809 -0.014181
11 C 0.617843 -2.458107 0.603565
12 N 0.614455 -2.603646 1.931123
13 C 0.202818 -1.585005 2.704929
14 C -0.218927 -0.405926 2.127626
15 C 1.205467 -3.798289 2.564142
16 H -3.235114 3.977359 -2.327304
17 H -1.674669 4.724019 -2.684607
18 H -2.521166 5.120028 -1.197240
19 H -1.350186 4.336617 0.483037
20 H -0.485519 2.378203 1.761921
21 H -0.539492 0.199897 -1.998947
22 H -1.814082 2.129434 -2.925897
23 H 0.730418 -1.123286 -1.049846
24 H 1.056696 -3.266266 0.022842
25 H 0.139535 -1.616210 3.782081
26 H -0.730572 0.338391 2.721911
27 H 0.934721 -3.844079 3.615499
28 H 2.291257 -3.770639 2.456670
29 H 0.875247 -4.714541 2.080489
30 Cl 4.735388 -2.732374 -4.229782
31 Cl 3.505065 -3.413643 0.226280
32 Cl 0.819142 -1.792716 -3.711038

Force components x, y, z for each atom (eV/Å):
0.4 -1.0 -1.0
0.0 1.1 -0.2
-0.5 -0.1 -0.2
-0.9 -0.4 -1.2
0.3 0.3 0.4
0.2 0.9 0.6
0.0 0.0 -0.7
0.7 -0.2 0.9
0.0 -0.7 -1.5
-0.6 -0.6 1.4
2.0 0.2 -1.0
-0.2 0.0 0.7
-0.6 1.4 -0.2
-0.2 0.2 0.2
0.0 -0.6 0.1
0.1 -0.3 0.1
0.0 -0.1 0.0
0.1 -0.1 0.1
0.2 -0.1 0.4
0.1 -0.3 0.0
-0.3 -0.4 0.1
0.2 -0.2 -0.1
-0.2 -0.2 -0.6
-0.2 -0.2 0.1
0.3 -0.8 0.0
0.3 -0.1 0.3
-0.2 0.2 0.0
0.0 0.3 -0.3
-0.2 0.2 -0.2
-0.4 0.4 0.8
-0.4 0.6 -0.3
0.0 0.6 1.1

natural (NBO) population analysis, charges in e, atoms 1 to 5:
1 Ag 0.80
2 C -0.42
3 N -0.26
4 C 0.07
5 C -0.20

Record 2
This record from the OMol25 dataset describes a single C6H12O molecule. The level of theory is ωB97M-V with the def2-TZVPD basis set.

Values from the calculation:
SMILES = CCC[C@H]1C[C@H]1O

Atoms and positions in Å:
1 C 2.193415 -0.231448 -1.400858
2 C 1.443261 -0.753644 -0.178075
3 C -0.049965 -0.497075 -0.407108
4 C -1.013568 -0.497070 0.760376
5 C -0.992697 0.639520 1.755045
6 C -2.046991 0.604627 0.701227
7 O -1.976450 1.577101 -0.307116
8 H 1.806303 -0.699793 -2.314149
9 H 2.024540 0.845599 -1.497483
10 H 3.274391 -0.388846 -1.361857
11 H 1.792245 -0.238896 0.723874
12 H 1.680509 -1.813182 -0.022115
13 H -0.410969 -1.224439 -1.148744
14 H -0.095488 0.506266 -0.876773
15 H -1.340626 -1.467257 1.149912
16 H -0.223439 1.395992 1.628534
17 H -1.299874 0.440974 2.778936
18 H -3.065609 0.370113 0.977761
19 H -2.112145 1.137457 -1.157154

Force components x, y, z for each atom (eV/Å):
0.1 0.1 -0.1
0.1 -0.1 0.1
0.2 0.1 -0.1
0.1 0.0 -0.2
0.0 0.1 0.0
-0.3 -0.2 0.2
0.0 -0.1 -0.1
0.1 0.0 0.1
0.0 -0.1 0.0
-0.1 -0.1 0.1
-0.1 0.1 -0.1
-0.2 0.1 0.0
0.0 0.2 0.0
-0.1 -0.6 0.2
0.1 0.4 -0.2
-0.1 -0.1 0.0
0.1 0.0 -0.2
-0.1 -0.1 0.2
-0.1 0.1 0.1

natural (NBO) population analysis, charges in e, atoms 1 to 5:
1 C -0.60
2 C -0.39
3 C -0.41
4 C -0.25
5 C -0.44

Record 3
This record from the OMol25 dataset describes 2 unconnected molecules or ions with the total composition C5H12NO2 in a non-equilibrium geometry. The level of theory is ωB97M-V with the def2-TZVPD basis set.

Values from the calculation:
charge = -1

Atoms and positions in Å:
1 C 0.829065 -0.184896 1.313984
2 O 0.716333 -0.556404 2.587474
3 C -0.411061 -0.469993 0.402614
4 C -0.080367 -0.196083 -1.070098
5 C -1.080814 0.746906 -1.692203
6 C -2.122241 0.355633 -2.430859
7 N -0.764747 2.087500 -1.452033
8 H 1.652132 -0.685289 0.700580
9 H 1.066926 0.909168 1.221970
10 H -1.242560 0.082750 0.849167
11 H -0.624391 -1.529189 0.576154
12 H 0.910676 0.264630 -1.101303
13 H -0.010455 -1.108576 -1.659299
14 H -2.844858 1.015658 -2.896907
15 H -2.381507 -0.694386 -2.487718
16 H -0.147595 2.211783 -0.667085
17 H -1.547357 2.719075 -1.418857
18 H 2.046498 -1.213941 3.236935
19 H 3.130368 -2.045737 2.561507
20 O 2.905954 -1.708609 3.425977

Force components x, y, z for each atom (eV/Å):
0.2 -0.1 -0.5
-0.1 -0.2 0.1
0.6 -0.4 1.1
-0.7 0.3 0.1
0.4 0.2 -0.2
-0.4 -0.4 0.0
-0.1 0.0 -0.1
0.1 0.1 0.5
-0.1 0.2 -0.4
-0.2 0.2 -0.5
-0.1 0.0 -0.1
0.1 0.1 -0.1
-0.1 -0.1 0.1
0.1 0.3 0.2
0.3 0.0 -0.1
0.1 0.0 0.2
-0.1 0.0 0.0
-0.3 0.1 -0.3
0.1 -0.1 -0.3
0.2 0.0 0.4

natural (NBO) population analysis, charges in e, atoms 1 to 5:
1 C 0.02
2 O -0.93
3 C -0.44
4 C -0.46
5 C 0.24

Record 4
This record from the OMol25 dataset describes 3 unconnected molecules or ions with the total composition C32H37BO2S in a non-equilibrium geometry. The level of theory is ωB97M-V with the def2-TZVPD basis set.

Atoms and positions in Å:
1 C -5.188877 3.984362 0.111787
2 C -3.771685 3.597325 -0.143437
3 C -2.900395 3.515886 0.949501
4 C -1.601182 3.055939 0.766665
5 C -1.208092 2.534467 -0.487315
6 B 1.258431 -3.010849 0.888806
7 C -0.038361 1.608906 -0.608097
8 C 0.703747 1.632806 -1.815016
9 C 2.075419 1.567085 -1.602741
10 C 2.463551 1.695934 -0.267846
11 C 3.819820 2.105726 0.162252
12 S 1.108614 1.729764 0.760592
13 O 2.046664 -2.267020 1.697547
14 C 3.381442 -2.451019 1.093715
15 C 4.113001 -1.157204 1.283419
16 C 4.094191 -3.557411 1.866228
17 C 3.072636 -3.010044 -0.362235
18 C 2.960517 -1.858289 -1.330556
19 C 4.018991 -4.037234 -0.931334
20 O 1.786587 -3.646294 -0.158552
21 C -1.997728 2.887485 -1.607624
22 C -3.270995 3.453261 -1.455221
23 H -5.698493 4.143482 -0.837470
24 H -5.775640 3.248072 0.685800
25 H -5.191549 4.921848 0.688252
26 H -3.219341 3.836668 1.970259
27 H -0.885543 3.068416 1.595370
28 H 0.207550 1.746371 -2.787203
29 H 2.808927 1.463372 -2.390524
30 H 4.519144 2.093316 -0.676273
31 H 3.878110 3.113494 0.589758
32 H 4.237000 1.444114 0.922433
33 H 5.088696 -1.170822 0.784016
34 H 3.548104 -0.290715 0.941197
35 H 4.319796 -1.016243 2.350318
36 H 5.152681 -3.624458 1.535249
37 H 4.090636 -3.293423 2.937061
38 H 3.593286 -4.538666 1.726093
39 H 3.949826 -1.399842 -1.389796
40 H 2.681274 -2.214888 -2.319503
41 H 2.243726 -1.087364 -1.039247
42 H 5.016566 -3.581268 -0.989416
43 H 4.065114 -4.954370 -0.334291
44 H 3.710745 -4.285547 -1.955151
45 H -1.618784 2.735644 -2.616152
46 H -3.874531 3.777478 -2.315682
47 C -3.737961 1.395967 4.115549
48 C -2.991311 0.664716 3.035626
49 C -1.675904 0.222331 3.260581
50 C -0.893422 -0.244556 2.207100
51 C -1.426151 -0.321118 0.886211
52 C -0.496689 -0.442343 -0.255942
53 C -0.957526 -1.047576 -1.536708
54 C -0.355489 -2.228882 -2.070858
55 C -0.712370 -2.711264 -3.333151
56 C -1.767903 -2.069546 -4.064041
57 C -2.426274 -0.935244 -3.503978
58 C -1.989641 -0.414245 -2.279540
59 C -2.805319 -0.097907 0.729038
60 C -3.554982 0.418764 1.776596
61 H -4.033337 2.409164 3.814268
62 H -4.651248 0.870468 4.415391
63 H -3.082597 1.508930 4.984486
64 H -1.267575 0.351042 4.269136
65 H 0.146989 -0.537649 2.423640
66 H 0.369743 -0.961779 0.065959
67 H 0.316138 -2.862596 -1.476788
68 H -0.137576 -3.569827 -3.780640
69 H -2.095104 -2.433424 -5.048305
70 H -3.263995 -0.396223 -3.999322
71 H -2.429951 0.504212 -1.868537
72 H -3.259824 -0.282819 -0.237501
73 H -4.594299 0.703150 1.586125

Force components x, y, z for each atom (eV/Å):
-0.4 0.5 0.1
0.2 0.3 -0.1
0.4 0.2 0.1
-0.1 -0.4 -0.2
-0.9 -0.2 0.2
-2.2 0.7 0.8
0.9 1.2 0.0
-0.2 -0.3 0.2
0.3 0.0 0.2
-0.5 0.4 -1.0
0.9 -0.3 0.4
0.1 0.4 -0.3
0.6 -0.3 -0.8
0.5 -1.3 0.3
0.4 0.4 -0.2
0.2 -0.2 0.5
0.3 0.9 0.5
0.0 0.2 -0.3
0.5 0.0 0.0
0.4 -0.2 -0.5
-0.2 0.1 0.2
0.4 -0.3 1.0
-0.2 0.1 0.1
0.4 0.1 -0.2
-0.3 -0.2 -0.2
0.2 -0.3 -1.0
-0.5 -0.3 -0.2
0.4 -0.3 0.5
0.0 0.2 -0.1
-0.2 -0.1 -0.1
-0.4 -0.1 -0.1
0.1 0.1 0.0
-0.1 0.0 -0.1
-0.1 -0.4 -0.1
-0.1 -0.1 -0.1
-0.6 -0.1 0.2
0.0 -0.2 -0.4
0.3 0.6 0.2
0.0 0.1 -0.2
0.0 0.0 -0.1
0.1 -0.1 0.1
-0.1 -0.3 0.0
0.0 0.3 -0.2
0.0 0.0 0.3
-0.1 -0.2 0.2
0.3 -0.4 0.4
0.0 0.0 0.2
0.2 -0.3 -0.4
-0.3 0.4 -0.3
-0.1 0.1 -0.1
-0.1 0.4 0.7
-1.7 -2.0 0.0
-0.5 0.1 -0.8
-0.5 0.2 -0.1
-0.7 0.6 -0.9
0.1 0.4 0.7
0.5 -0.4 -0.1
0.6 -0.5 0.1
0.5 0.1 0.2
-0.1 0.1 0.2
0.1 -0.2 -0.1
0.1 0.1 0.0
-0.2 -0.1 0.0
0.0 -0.2 -0.4
-0.6 0.1 -0.4
1.6 0.3 0.4
-0.2 0.8 -0.3
-0.9 0.9 0.6
0.3 0.1 0.5
0.8 -0.7 0.1
0.2 -0.5 -0.4
-0.1 0.1 0.2
0.3 -0.1 0.1

Löwdin population analysis, charges in e, atoms 1 to 5:
1 C -0.06
2 C -0.29
3 C -0.05
4 C -0.05
5 C -0.22

| no. | LUMO energy (eV) |
| --- | --- |
| 1 | -3.3 |
| 2 | 1.0 |
| 3 | 3.6 |
| 4 | -1.6 |